Entry 1:
Here is a 2-piece molecular cluster, C35H40O4 overall from the OMol25 dataset. Energies are from the ωB97M-V functional and the def2-TZVPD basis.

Structure (XYZ):
```
79
Properties=species:S:1:pos:R:3:forces:R:3
C -0.4383 2.7120 3.2190 1.0 0.2 0.1
C -0.2851 1.9501 1.9162 -0.3 -0.4 0.6
O -0.0951 0.5883 2.3682 -0.6 0.1 -1.5
C 0.0007 -0.3218 1.3677 0.4 1.3 -0.2
C 0.0711 -1.6791 1.9648 0.3 1.2 -0.9
C 0.9788 -2.6170 1.1916 2.7 -1.7 -0.4
O 2.1269 -2.8777 1.6226 -2.7 0.7 -0.5
C 0.6113 -3.3033 -0.1033 -0.4 -0.4 0.6
C 0.8052 -2.4145 -1.3127 -0.4 0.2 -0.7
C 2.2676 -2.2181 -1.7399 -0.1 0.1 -0.2
C 2.8730 -0.8646 -1.3305 0.1 0.3 -0.2
C 4.0444 -0.9628 -0.3530 0.3 0.0 0.2
C 4.2310 0.2827 0.5409 -0.2 -0.3 0.2
C 3.1615 0.5105 1.6135 0.0 0.0 0.0
C 3.2402 -0.4497 2.8002 0.2 -0.5 -0.7
C 1.9699 -0.4824 3.6364 0.1 0.1 0.5
C 0.7838 -1.4636 3.3582 -0.8 -1.5 0.9
O 0.0290 0.0415 0.2089 -0.2 -0.2 0.5
H -0.7776 3.7064 2.9940 -0.3 0.5 0.1
H -1.0817 2.2257 3.9542 -0.2 0.0 -0.4
H 0.5551 2.8152 3.6973 -0.4 -0.1 -0.2
H -1.1765 1.9912 1.2600 0.5 0.0 0.4
H 0.6049 2.2785 1.3617 -0.3 -0.1 0.0
H 1.2283 -4.2098 -0.2333 -0.1 0.4 0.4
H -0.4219 -3.6387 0.0017 0.1 0.1 -0.3
H 0.2642 -2.8733 -2.1447 -0.1 0.0 0.1
H 0.3277 -1.4521 -1.1073 0.2 -0.3 -0.4
H 2.8688 -3.0425 -1.3341 0.0 0.1 -0.2
H 2.3111 -2.2736 -2.8366 0.0 -0.2 0.3
H 3.2263 -0.3624 -2.2487 -0.1 0.0 0.4
H 2.0851 -0.2242 -0.9171 0.1 -0.1 -0.1
H 3.9746 -1.8992 0.2248 -0.1 0.5 0.1
H 4.9612 -1.0785 -0.9430 0.0 0.0 0.1
H 5.1748 0.1850 1.0798 0.3 0.2 -0.2
H 4.2537 1.1672 -0.1038 0.3 0.0 0.0
H 3.2216 1.5457 2.0073 0.0 -0.4 -0.3
H 2.1942 0.4189 1.1366 -0.2 0.1 -0.1
H 3.4450 -1.4728 2.4607 0.1 0.4 0.0
H 4.1030 -0.1583 3.4143 -0.2 0.0 0.1
H 2.3118 -0.7863 4.6343 -0.4 0.0 0.0
H 1.5696 0.5290 3.7274 0.2 -0.1 0.1
H 0.0186 -1.1645 4.0848 0.3 -0.2 -0.1
H 1.1680 -2.4648 3.6242 -0.4 0.4 0.1
C -5.6857 2.8090 4.1497 0.1 -0.8 0.0
O -4.6910 1.9200 4.6817 -0.2 0.0 -0.2
C -4.0993 1.0271 3.8471 0.7 0.0 -0.7
C -3.1314 0.1728 4.4214 -0.9 1.0 0.2
C -2.4636 -0.7460 3.6541 0.1 -0.2 0.4
C -2.6133 -0.8112 2.2662 -1.1 0.1 0.4
C -1.9205 -1.9044 1.5161 0.7 0.0 0.3
C -2.2918 -1.9547 0.0318 -0.2 -0.5 -0.8
C -2.7512 -3.2571 -0.3314 0.8 0.7 0.0
C -3.0826 -3.5843 -1.6518 0.1 0.5 0.6
C -3.0662 -2.5834 -2.6387 0.4 -0.3 0.6
C -2.6988 -1.2899 -2.2740 -0.3 0.2 0.4
C -2.3573 -0.9623 -0.9483 0.3 0.0 0.0
C -2.6891 -4.1026 0.8715 0.3 0.6 0.4
C -2.2414 -3.2932 1.9680 -0.5 -1.6 -0.9
C -2.1650 -3.8923 3.2037 0.3 -0.7 0.3
C -2.4645 -5.2685 3.3486 0.0 0.4 -0.2
C -2.8839 -6.0478 2.2535 0.1 0.3 0.7
C -2.9900 -5.4507 0.9967 -0.2 0.2 -0.1
C -3.5781 0.0474 1.7084 0.2 -0.4 -0.1
C -4.3101 0.9590 2.4594 0.1 0.4 1.0
H -6.1465 3.2472 5.0316 0.0 0.1 -0.2
H -5.2173 3.5716 3.5234 -0.1 0.0 0.0
H -6.4442 2.2444 3.5717 0.3 0.3 0.3
H -2.9385 0.3401 5.4814 0.0 -0.5 -0.2
H -1.8434 -1.4666 4.1801 0.0 0.5 -0.3
H -3.3271 -4.6193 -1.8563 -0.2 0.1 -0.3
H -3.3000 -2.8256 -3.6761 0.0 0.1 0.3
H -2.7007 -0.4935 -3.0167 0.0 -0.2 0.1
H -2.1268 0.0749 -0.6981 0.1 -0.4 -0.2
H -1.8163 -3.3147 4.0551 -0.1 -0.4 0.0
H -2.3528 -5.6907 4.3548 -0.2 0.0 -0.6
H -3.1479 -7.0985 2.4140 0.2 0.4 -0.2
H -3.3325 -5.9884 0.1045 0.1 0.0 0.5
H -3.8563 -0.0210 0.6681 0.3 0.0 -0.1
H -4.9812 1.6729 1.9830 0.1 -0.4 0.0
```
Forces are in eV/Å.

Computed properties:
**Energy**: -1658.5716 Ha
**Orbital gap**: 8.0 eV
**Total charge**: 0
**ΔE to the lowest compared entry with this formula, charge and spin**: 0.00 kcal/mol

***

Entry 2:
Here is C4H11NO as an isolated structure from the OMol25 dataset. Energies are from the ωB97M-V functional and the def2-TZVPD basis.

Structure (XYZ):
```
17
Properties=species:S:1:pos:R:3:forces:R:3
C -0.1186 -2.0277 -0.0124 -0.6 0.0 1.4
C -0.7525 -0.9069 0.8444 1.4 -0.8 -4.5
N 0.4932 0.1858 1.4723 -2.8 -1.7 -0.8
C 0.6197 1.3657 0.5849 -1.8 0.6 1.0
C 0.8549 1.3392 -0.9246 -1.6 -0.3 -0.7
O -0.9885 0.4086 -2.3144 0.8 0.8 0.7
H -0.9880 -2.3440 -0.5990 0.5 -0.6 -0.2
H 0.6791 -1.6920 -0.6667 -0.1 0.2 0.1
H 0.2434 -2.8081 0.6689 0.0 -0.1 -0.5
H -1.3216 -0.3958 0.0458 0.1 0.6 0.7
H -1.5189 -1.3412 1.4839 0.5 0.2 1.0
H -0.5929 0.1116 1.6572 1.6 2.6 2.3
H -0.2675 2.0199 0.7201 0.0 -0.5 -0.1
H 1.3108 2.0316 1.1135 0.7 -0.5 -0.4
H -0.1411 1.7896 -1.3262 0.9 0.6 -0.2
H 0.7154 0.4219 -1.4944 1.1 -1.2 0.7
H 1.7733 1.8417 -1.2534 -0.7 0.1 -0.4
```
Forces are in eV/Å.

Computed properties:
**Energy**: -288.5971 Ha
**Orbital gap**: 5.7 eV
**Total charge**: 0
**ΔE to the lowest compared entry with this formula, charge and spin**: 263.48 kcal/mol

***

Entry 3:
Here is a 2-piece molecular cluster, C24H42N4O2PSi overall from the OMol25 dataset. Energies are from the ωB97M-V functional and the def2-TZVPD basis.

Structure (XYZ):
```
74
Properties=species:S:1:pos:R:3:forces:R:3
C 0.4375 0.3686 4.1963 -0.7 -0.4 -0.5
Si -0.6583 -1.0652 3.5149 0.2 0.0 0.7
C -1.7029 -1.6607 5.0034 -0.1 0.4 0.1
C 0.4491 -2.4674 2.8602 0.8 0.1 -0.2
C 1.5577 -1.9324 1.8459 -0.3 -0.5 -0.1
C 1.3609 -2.5213 0.3852 1.1 0.4 0.4
C 2.0435 -1.6056 -0.7027 -1.2 0.7 -0.1
C 1.0983 -0.3478 -1.0165 -0.3 -0.8 0.2
C 0.6628 -0.2683 -2.5258 0.2 -0.5 0.1
C 1.6855 0.4571 -3.4774 -0.3 -0.4 0.3
C 2.0126 1.9568 -3.0722 0.8 -1.6 -0.8
N 1.2820 2.8660 -4.0094 -1.3 0.9 2.6
C -0.1125 2.8906 -3.7639 -0.2 0.8 -1.9
N -0.6971 2.6633 -2.5907 -0.5 -0.9 -0.2
N -0.9365 3.2261 -4.8624 1.7 0.2 2.6
C -0.3172 4.4248 -5.5081 0.6 0.9 -1.1
C 0.6759 5.1917 -4.5576 0.6 -0.1 -0.4
C 1.8640 4.2450 -4.0862 -1.0 1.9 -2.1
P 2.6104 4.8833 -2.4598 0.7 0.4 2.3
O 4.1853 5.3832 -2.8783 -2.0 -0.8 -0.7
O 1.8693 6.3210 -1.9903 0.7 -1.1 -2.1
C -1.7705 -0.2747 2.1741 -1.5 1.3 -1.7
C -2.1518 -0.9088 0.9143 -0.8 1.4 0.0
C -3.0263 -0.2570 -0.0755 0.8 1.2 2.4
C -3.5333 1.0872 0.2242 1.2 -1.1 0.9
C -3.1679 1.7631 1.4724 0.7 -2.1 -0.6
C -2.2887 1.0789 2.4226 -0.6 -0.5 -1.5
H 0.8244 0.9245 3.3025 -0.1 -0.3 1.0
H 1.2508 -0.0764 4.8224 -0.6 0.7 -0.5
H -0.2551 1.0256 4.7946 1.0 -0.5 -0.4
H -2.3559 -0.7933 5.3143 0.4 -1.0 -0.3
H -2.3284 -2.5578 4.7581 0.5 0.8 0.3
H -1.0315 -1.8688 5.8809 -0.6 0.0 -0.8
H 1.0095 -2.8775 3.7509 -0.8 0.3 -0.7
H -0.1166 -3.3128 2.3922 0.4 0.6 0.5
H 1.5915 -0.8043 1.8410 -0.1 -1.1 -0.1
H 2.5549 -2.2903 2.2190 -0.8 0.5 -0.4
H 1.8961 -3.5042 0.3615 -0.7 0.6 0.1
H 0.2700 -2.6991 0.1663 1.1 0.3 0.0
H 3.0217 -1.1724 -0.3588 -0.7 -1.0 -0.3
H 2.1568 -2.2033 -1.6458 0.2 0.6 0.8
H 0.1501 -0.4950 -0.4221 1.0 0.4 -0.5
H 1.6041 0.5709 -0.6250 -0.6 -0.5 -0.5
H 0.5878 -1.3346 -2.8917 0.0 1.1 0.3
H -0.3859 0.1333 -2.6006 1.1 -0.2 0.0
H 1.2806 0.3963 -4.5278 0.5 0.4 0.9
H 2.6272 -0.1634 -3.4969 -0.8 0.8 0.2
H 3.1105 2.0943 -3.2877 -1.1 0.2 0.3
H 1.8368 2.1624 -1.9909 0.1 -0.1 -0.9
H -1.5765 2.1362 -2.5885 0.2 0.7 0.2
H -0.3529 2.9870 -1.6883 0.5 -0.7 -0.4
H -1.8869 3.4122 -4.5345 0.4 0.0 -0.2
H 0.2136 4.1078 -6.4411 -0.5 0.3 0.8
H -1.1386 5.1319 -5.7804 0.6 -0.8 0.1
H 0.1229 5.6328 -3.6898 0.4 -0.5 -0.6
H 1.1638 6.0325 -5.1223 -0.7 -0.7 0.5
H 2.6341 4.3108 -4.8993 -0.5 -0.5 0.6
H 4.4958 4.6943 -3.5006 0.3 0.6 0.3
H 1.7969 6.9452 -2.7415 0.1 0.0 0.6
H -1.7893 -1.9408 0.6894 -0.3 1.0 0.2
H -3.2888 -0.7990 -1.0089 0.1 0.6 0.8
H -4.2071 1.5806 -0.5152 0.6 -0.4 0.8
H -3.5813 2.7799 1.6696 0.5 -1.0 -0.1
H -2.0008 1.5920 3.3738 -0.4 -0.4 -1.0
N -2.0992 -6.2961 4.9723 0.0 0.0 -0.1
C -0.9689 -5.5664 4.7228 0.0 0.1 0.1
C -0.3071 -6.1563 3.6765 0.0 0.1 0.0
C -1.0707 -7.2827 3.2751 -0.1 -0.1 0.0
C -2.1711 -7.3413 4.0910 0.0 0.0 0.0
H -2.7729 -6.0955 5.6908 0.1 0.0 -0.1
H -0.7329 -4.6937 5.3107 0.0 -0.1 0.0
H 0.6221 -5.8164 3.2458 0.0 0.0 0.0
H -0.8396 -7.9718 2.4781 0.0 0.0 0.1
H -2.9961 -8.0345 4.1216 0.1 0.0 0.0
```
Forces are in eV/Å.

Computed properties:
**Energy**: -1939.7764 Ha
**Orbital gap**: 5.8 eV
**Total charge**: +1

***

Entry 4:
Here is one molecule with the formula C2Cl2FN from the OMol25 dataset. Energies are from the ωB97M-V functional and the def2-TZVPD basis.

Structure (XYZ):
```
6
Properties=species:S:1:pos:R:3:forces:R:3
C 0.0234 -0.0867 0.2367 -1.5 -3.3 -2.5
C -1.3967 -0.1495 -0.2258 -8.5 -1.7 -9.3
N -2.2873 -0.4020 -1.1734 8.1 2.5 9.5
F 0.1987 -1.4529 0.5087 0.6 0.7 0.9
Cl 0.8824 0.1285 -1.2930 0.8 0.7 0.1
Cl 0.4389 0.8895 1.5030 0.5 1.1 1.4
```
Forces are in eV/Å.

Computed properties:
**Energy**: -1151.1111 Ha
**Orbital gap**: 10.9 eV
**Total charge**: 0
**Structure (SMILES)**: N#CC(F)(Cl)Cl
**ΔE to the lowest compared entry with this formula, charge and spin**: 45.33 kcal/mol

***

Entry 5:
Here is one molecule with the formula C12H16NOP from the OMol25 dataset. Energies are from the ωB97M-V functional and the def2-TZVPD basis.

Structure (XYZ):
```
31
Properties=species:S:1:pos:R:3:forces:R:3
C 3.5009 -1.7739 -0.5468 -1.2 0.6 4.7
C 2.4594 -1.3754 -1.4018 -3.3 1.0 0.7
C 3.3105 -1.7035 0.8502 -0.1 1.0 1.1
C 1.2606 -1.0654 -0.8482 1.1 0.2 0.8
C 2.1931 -0.9895 1.3715 4.0 -2.4 -1.0
C 1.0736 -0.8288 0.5136 -3.0 0.3 -0.9
C 1.2946 3.5879 -0.7989 0.2 -2.2 1.7
C 1.1225 2.5025 -0.0073 -2.4 2.6 -0.9
C -2.7250 -0.8582 -0.4749 0.2 -1.9 1.4
C -1.9123 -1.1820 0.5338 0.0 -0.3 1.6
C -3.7917 -1.7761 -0.8765 -1.2 -0.1 -4.4
C -0.2318 2.3808 0.5998 1.3 -1.5 4.1
N -0.2122 -0.0921 2.7262 0.0 0.2 -0.2
O -0.7358 1.0936 0.2862 -0.8 -0.4 0.1
P -0.4932 -0.2124 1.2102 0.5 -0.8 -1.9
H 4.3253 -2.1853 -0.8795 4.0 -2.0 -1.8
H 2.4435 -1.4034 -2.4242 0.7 -0.4 -2.5
H 4.0888 -2.0854 1.5835 -0.9 0.6 -1.2
H 0.4184 -0.9676 -1.4107 -2.1 0.4 -2.0
H 2.0256 -0.8202 2.3634 0.0 0.4 2.6
H 2.1244 3.7339 -1.3701 2.7 -0.1 -1.4
H 0.7097 4.4634 -0.9266 -1.5 0.2 0.5
H 1.5802 1.5651 0.1882 1.7 -0.2 -0.6
H -2.5687 -0.0808 -1.1171 0.7 2.3 -1.3
H -2.1882 -2.0865 1.1680 0.5 1.1 -0.9
H -3.4655 -2.3931 -1.8196 -0.4 1.0 1.6
H -4.8287 -1.4305 -1.1752 1.4 0.7 0.1
H -4.0623 -2.4346 -0.1626 -0.3 -2.5 2.6
H -0.9092 3.0277 0.2033 -1.8 2.1 -1.0
H -0.2492 2.4922 1.7954 0.2 -0.1 -2.5
H -0.6753 0.6571 3.2023 -0.5 0.1 0.5
```
Forces are in eV/Å.

Computed properties:
**Energy**: -937.9363 Ha
**Orbital gap (alpha / beta)**: 6.0 / 6.2 eV
**Total charge**: 0
**Spin multiplicity**: 3
**ΔE to the lowest compared entry with this formula, charge and spin**: 15.63 kcal/mol

***

Entry 6:
Here is a 2-piece molecular cluster, C6H15NO overall from the OMol25 dataset. Energies are from the ωB97M-V functional and the def2-TZVPD basis.

Structure (XYZ):
```
23
Properties=species:S:1:pos:R:3:forces:R:3
C 1.7435 1.4527 -0.4568 2.2 -3.1 1.7
C 0.7884 0.1224 -0.1898 3.2 0.8 -2.3
C -0.4825 0.1390 0.6110 0.2 0.5 0.9
C -1.4479 1.0933 0.4681 0.4 -0.7 -0.8
N -1.3581 2.0909 -0.5335 -4.6 0.8 2.2
C -0.3888 -0.9340 1.6721 -0.6 -1.7 -0.4
C 0.0963 -2.4137 1.1852 -1.3 1.6 0.7
H 1.3467 2.4139 -0.3211 -0.6 1.2 0.1
H 2.6208 1.2823 0.3057 -1.7 1.0 -1.0
H 2.3440 1.3523 -1.3928 -1.1 0.1 0.3
H 0.5068 -0.1402 -1.2924 1.3 -0.1 2.5
H 1.7032 -0.5083 0.2929 -3.0 0.6 -1.3
H -2.4040 1.0982 1.0671 1.3 0.0 -0.7
H -2.3012 2.5941 -0.7344 2.9 -1.3 0.2
H -0.6169 2.1365 -1.1621 0.9 -0.1 -1.1
H 0.3143 -0.6613 2.4290 0.9 0.4 0.4
H -1.2712 -1.0963 2.2832 -0.7 0.2 -0.4
H -0.4189 -3.1146 1.8582 0.9 0.0 0.2
H 1.1896 -2.4144 1.2067 -0.4 -0.6 0.0
H -0.3103 -2.7285 0.2263 0.3 0.5 -0.4
H -1.0111 -0.6132 -1.7880 0.9 0.6 -2.8
H 0.0611 -0.8357 -2.9998 -0.2 -0.3 0.3
O -0.7039 -0.3156 -2.7347 -1.5 -0.5 1.8
```
Forces are in eV/Å.

Computed properties:
**Energy**: -367.5020 Ha
**Orbital gap**: 8.4 eV
**Total charge**: 0
**Structure (SMILES)**: CCC(=CN)CC.O
**ΔE to the lowest compared entry with this formula, charge and spin**: 81.17 kcal/mol